C8H21N5O13 | ωB97M-V with the def2-TZVPD basis set

Values from the calculation:
net charge: 0
energy relative to the best compared isomer or geometry (same formula, charge and spin): 105.25 kJ/mol
E_HOMO: -10.8782 eV

Positions of all 47 atoms, in Å:
C  -0.65  0.47  -1.44
N  -0.85  1.91  -1.74
O  -0.45  2.34  -2.79
O  -1.30  2.58  -0.82
H  -1.15  0.19  -0.52
H  0.42  0.37  -1.22
H  -0.91  -0.25  -2.20
C  -1.00  -2.89  -4.04
N  -0.48  -4.05  -3.26
O  -0.93  -5.16  -3.49
O  0.38  -3.81  -2.44
H  -0.22  -2.15  -3.95
H  -1.94  -2.52  -3.61
H  -1.33  -3.29  -4.99
C  -1.98  4.72  1.83
N  -3.43  4.45  2.00
O  -3.78  3.57  2.76
O  -4.20  5.13  1.36
H  -1.38  4.12  2.51
H  -1.97  5.77  2.14
H  -1.72  4.62  0.79
C  4.43  0.93  -2.37
N  3.17  0.17  -2.41
O  3.07  -0.86  -1.76
O  2.28  0.59  -3.13
H  4.55  1.30  -1.35
H  4.43  1.73  -3.09
H  5.27  0.28  -2.59
C  -2.64  -1.77  1.89
N  -2.66  -2.54  3.17
O  -1.60  -2.81  3.70
O  -3.73  -2.91  3.60
H  -3.17  -2.35  1.15
H  -1.59  -1.62  1.67
H  -3.09  -0.83  2.19
C  0.09  1.14  2.25
O  1.42  0.77  1.91
C  1.63  -0.44  1.42
O  0.81  -1.31  1.28
O  2.94  -0.65  1.44
C  3.37  -1.98  1.68
H  0.18  1.97  2.96
H  -0.49  0.36  2.73
H  -0.35  1.64  1.39
H  2.96  -2.71  0.99
H  3.13  -2.23  2.72
H  4.45  -2.01  1.66

Löwdin population analysis, charges in e, atoms 1 to 6: C 0.0464; N -0.4266; O 0.0940; O 0.0358; H 0.0838; H 0.0860


C8H22Br2CrMnN6O20S2 | ωB97M-V with the def2-TZVPD basis set

Values from the calculation:
net charge: 0
energy relative to the best compared isomer or geometry (same formula, charge and spin): 236.82 kJ/mol
E_HOMO (spin up / spin down): -7.2124 / -7.2249 eV
multiplicity: 10

Positions of all 62 atoms, in Å:
Mn  1.50  2.52  -0.64
Cr  -1.52  -1.81  0.44
S  -0.06  0.36  -0.11
O  -1.46  0.09  -0.49
O  0.90  0.43  -1.18
O  -0.02  1.71  0.47
O  0.12  -0.78  0.83
S  4.08  2.18  -1.05
O  3.15  3.14  -1.68
O  3.16  1.53  -0.07
O  4.66  1.19  -1.96
O  5.21  2.87  -0.44
Br  0.24  3.62  4.37
C  0.47  1.81  3.71
C  -0.59  0.85  4.22
Br  -0.12  -1.03  4.13
H  1.49  1.53  3.98
H  0.57  1.82  2.62
H  -1.51  0.98  3.67
H  -0.77  1.15  5.25
C  -2.74  3.28  1.49
N  -2.03  4.58  1.43
O  -2.68  5.59  1.31
O  -0.82  4.52  1.34
H  -2.63  2.88  2.49
H  -2.18  2.63  0.82
H  -3.78  3.39  1.19
C  3.26  -1.41  1.19
N  3.69  -2.44  2.14
O  3.54  -3.61  1.81
O  4.13  -2.09  3.21
H  4.07  -1.39  0.46
H  3.04  -0.41  1.57
H  2.37  -1.67  0.63
C  -4.53  0.44  -1.65
N  -4.36  -1.03  -1.62
O  -3.72  -1.51  -0.71
O  -4.81  -1.65  -2.53
H  -3.95  0.91  -0.87
H  -5.59  0.67  -1.64
H  -4.20  0.78  -2.63
C  1.03  -5.58  1.71
N  0.45  -4.68  0.67
O  0.47  -5.06  -0.49
O  0.05  -3.57  1.02
H  0.18  -5.93  2.29
H  1.70  -4.94  2.27
H  1.60  -6.32  1.16
C  -0.56  1.56  -3.91
N  -0.34  2.89  -3.28
O  -0.62  3.87  -3.90
O  0.07  2.87  -2.13
H  -1.37  1.03  -3.42
H  0.38  1.03  -3.78
H  -0.81  1.70  -4.96
C  0.94  -2.32  -2.76
N  -0.50  -2.05  -2.56
O  -1.00  -2.41  -1.50
O  -1.13  -1.59  -3.47
H  1.23  -3.11  -2.07
H  1.56  -1.44  -2.61
H  1.10  -2.60  -3.80

Löwdin population analysis, charges in e, atoms 1 to 6: Mn 0.9470; Cr 0.9638; S 0.3123; O -0.3717; O -0.2977; O -0.3640


The lowest energy relative to the best compared isomer or geometry (same formula, charge and spin) belongs to which entry?
C8H21N5O13


energy relative to the best compared isomer or geometry (same formula, charge and spin) of number 2 (C8H22Br2CrMnN6O20S2)?
236.82 kJ/mol


Which value of net charge does entry 2 give?
0